C16H18N4O3 | ωB97M-V with the def2-TZVPD basis set

Structure (XYZ):
```
41
Properties=species:S:1:pos:R:3:forces:R:3
O -3.02088 -0.99547 -2.18676 0.0 -0.2 -0.3
C -2.67252 -0.73678 -1.05236 0.1 0.1 0.2
N -3.41012 0.01163 -0.20169 0.0 0.1 0.2
C -4.69331 0.57643 -0.55730 0.0 0.0 -0.3
C -5.82944 -0.01268 0.30797 -0.1 0.0 0.0
C -6.51990 1.18262 0.97102 0.0 0.0 0.1
C -5.42548 2.24305 1.04838 -0.2 0.1 -0.1
C -4.72148 2.09344 -0.29745 0.0 0.0 0.1
C -1.38103 -1.23875 -0.48450 0.2 -0.2 -0.1
C -0.92386 -2.48281 -0.90440 -0.2 0.2 0.0
C 0.26992 -2.98740 -0.42139 0.0 0.0 0.0
C 1.02315 -2.24689 0.47186 0.0 0.0 0.0
C 0.58932 -0.99009 0.87775 0.0 0.0 0.1
C 1.45091 -0.17908 1.81777 -0.5 -0.2 0.1
N 2.76042 0.03137 1.25395 0.3 0.5 -0.3
C 3.09751 0.87610 0.27634 0.6 0.2 -0.3
C 4.45120 0.66980 0.03991 -1.0 -0.7 1.0
N 5.26417 1.34245 -0.89557 0.2 0.3 -0.3
O 6.42986 1.01086 -0.96855 0.2 -0.1 0.0
O 4.74152 2.21256 -1.56521 -0.1 0.2 -0.2
C 4.82766 -0.34551 0.94441 0.0 0.4 -0.5
N 3.79059 -0.71149 1.65870 0.3 -0.7 0.6
C -0.61089 -0.48923 0.39860 0.0 -0.1 0.0
H -3.10942 0.12586 0.75307 0.1 -0.1 -0.1
H -4.82423 0.34581 -1.61678 0.0 0.0 0.2
H -5.39930 -0.67020 1.06578 0.0 0.0 0.0
H -6.52159 -0.60398 -0.28761 0.0 -0.1 0.0
H -7.33159 1.54389 0.33867 -0.1 0.0 0.0
H -6.93293 0.93103 1.94655 -0.1 0.0 0.0
H -5.82194 3.24497 1.20309 0.1 0.1 0.1
H -4.73909 2.01583 1.86663 0.1 0.0 0.1
H -3.71866 2.51867 -0.30693 0.0 0.0 -0.1
H -5.30645 2.58536 -1.07420 0.0 0.1 0.0
H -1.51903 -3.03811 -1.61277 -0.1 0.0 -0.1
H 0.61700 -3.95710 -0.74359 0.0 -0.1 0.0
H 1.95879 -2.63139 0.85107 0.1 -0.1 0.0
H 0.98878 0.78912 2.02677 0.1 -0.1 0.0
H 1.60185 -0.72072 2.75555 0.0 0.2 -0.1
H 2.40959 1.55133 -0.18916 -0.2 0.1 -0.1
H 5.79281 -0.78810 1.07875 0.2 -0.1 0.1
H -0.93039 0.50010 0.69695 0.0 0.1 0.0
```
Positions in Å, forces in eV/Å.

Gap between HOMO and LUMO = 9.502 eV
ΔE to the lowest compared entry with this formula, charge and spin = 4.001 eV
E = -1065.16558 Eh

=====

C16H18N4O3S2 | ωB97M-V with the def2-TZVPD basis set

Structure (XYZ):
```
43
Properties=species:S:1:pos:R:3:forces:R:3
C 4.92783 2.89741 0.44951 0.1 0.3 0.0
O 4.37886 1.60879 0.31072 0.0 -0.6 -0.1
C 5.23740 0.54999 0.14092 0.0 -0.1 0.0
C 6.61742 0.64481 0.09281 -0.2 0.2 0.0
C 7.38707 -0.49634 -0.08359 0.1 -0.1 0.0
C 6.78533 -1.73202 -0.21216 0.1 0.1 0.0
C 5.40476 -1.84238 -0.16597 -0.1 -0.1 0.0
C 4.62485 -0.71145 0.00953 0.1 0.1 0.0
N 3.22426 -0.73362 0.06660 0.1 0.5 0.1
C 2.39122 -1.79658 -0.01903 -0.5 0.3 0.1
O 2.71682 -2.95242 -0.16430 0.3 -0.3 0.0
C 0.92713 -1.39411 0.08773 -0.3 -0.5 0.0
S -0.03172 -2.93856 -0.03612 0.5 -0.1 0.0
C -1.60099 -2.22992 0.07337 -0.5 -0.2 0.0
N -1.84507 -0.96962 0.19170 1.5 -0.4 -0.1
N -3.13697 -0.67052 0.25323 -1.6 0.5 0.1
C -3.92077 -1.68717 0.18526 1.1 -0.7 -0.1
N -5.27866 -1.68591 0.22622 -0.6 -0.7 0.0
C -6.17171 -0.62575 0.33687 0.2 0.2 0.1
O -7.35065 -0.87842 0.38938 -0.2 0.0 0.0
C -5.57464 0.74515 0.34203 -0.2 0.1 0.2
C -5.11371 1.25265 -1.04538 0.3 0.0 -0.2
C -5.96421 2.51620 -0.85138 -0.1 0.2 -0.1
C -6.58210 1.90295 0.41342 -0.3 0.0 0.2
S -3.05017 -3.23098 0.02472 0.1 1.0 0.1
H 5.57093 2.96558 1.33207 0.0 0.0 0.0
H 5.49450 3.18907 -0.43985 0.0 0.0 0.0
H 4.07772 3.56711 0.57067 0.1 0.0 0.0
H 7.10671 1.60063 0.19106 0.0 0.1 0.0
H 8.46192 -0.40585 -0.11928 0.1 0.0 0.0
H 7.38522 -2.61790 -0.34905 0.1 -0.1 0.0
H 4.92479 -2.80123 -0.26442 0.0 0.0 0.0
H 2.82153 0.18598 0.19221 -0.1 -0.2 0.0
H 0.62215 -0.73198 -0.72277 0.1 0.1 0.1
H 0.69899 -0.91993 1.04244 0.1 0.1 -0.1
H -5.72550 -2.59518 0.18706 -0.1 0.3 0.0
H -4.77543 0.79290 1.08030 0.0 0.0 -0.1
H -4.04184 1.40149 -1.13714 0.0 -0.1 0.0
H -5.45804 0.62197 -1.86263 0.0 -0.1 -0.1
H -6.66360 2.73544 -1.65462 0.0 0.1 0.0
H -5.36812 3.40341 -0.65030 0.0 0.0 0.0
H -6.53008 2.51189 1.31248 0.0 0.0 0.1
H -7.60340 1.55436 0.27571 0.0 0.0 0.0
```
Positions in Å, forces in eV/Å.

Gap between HOMO and LUMO = 8.863 eV
ΔE to the lowest compared entry with this formula, charge and spin = 0.575 eV
E = -1861.60199 Eh

=====

C16H18N4OS | ωB97M-V with the def2-TZVPD basis set

Structure (XYZ):
```
40
Properties=species:S:1:pos:R:3:forces:R:3
O 2.39422 -0.31588 -1.38262 2.2 -2.4 0.9
C 1.77722 -0.60867 -0.22025 -0.8 -0.8 2.8
C 0.65903 -0.05666 0.49087 10.2 -8.1 -1.3
S 0.50703 -0.79498 2.01998 0.7 -2.5 1.7
C 1.85702 -1.97726 1.66377 -3.7 -1.0 12.6
N 2.65220 -2.79162 2.44968 -0.9 0.2 0.7
C 3.72154 -3.06625 1.56894 -5.9 -0.1 7.1
N 3.45046 -2.58929 0.49856 2.7 4.1 -10.4
N 2.44657 -1.75644 0.66528 1.1 4.7 -12.0
H 4.22143 -3.88613 1.79025 3.3 -3.1 0.7
C -0.12722 0.97579 0.27797 -3.1 4.1 -6.4
N -1.20014 0.81012 1.16683 -0.8 4.2 -1.0
C -2.29966 -0.07002 0.63958 -4.3 12.7 9.0
C -3.44331 0.66107 0.04562 -0.4 -7.0 -5.7
C -3.96059 1.81397 0.53745 4.2 3.8 8.6
C -2.58522 2.93649 0.73331 -3.9 -3.9 -2.1
C -1.57724 2.25345 1.42301 -0.4 -2.6 8.5
H -0.68919 2.91156 1.67898 -0.8 -1.3 -0.3
H -2.20916 2.02695 2.62533 2.0 1.0 -2.8
H -2.24461 3.19923 -0.19526 0.4 0.9 -2.8
H -3.05132 3.70729 1.19564 -0.8 2.5 1.7
H -4.52804 2.44234 0.07659 -4.0 2.8 -3.6
H -4.35524 1.79511 1.65981 0.7 -0.3 -2.1
H -2.93163 0.89296 -0.95664 -2.0 -0.4 0.3
H -4.43162 -0.29204 0.04666 2.9 2.7 -0.7
H -1.98049 -0.84721 0.37541 4.5 -11.2 -5.0
H -2.63165 -0.23593 1.64367 -1.0 -1.3 0.9
C -0.59719 0.89489 -1.26150 1.9 2.4 -2.7
C -0.60739 -0.29544 -1.99970 -2.8 5.2 -3.7
C -1.09305 -0.31513 -3.37836 0.8 -11.3 5.7
C -1.33014 0.75611 -3.98070 -2.0 -0.2 -5.0
C -1.02332 1.87272 -3.50000 3.1 11.7 5.7
C -0.62782 2.08414 -2.11592 -2.3 -7.2 -2.5
H -0.32682 2.95519 -1.79980 1.3 4.8 1.7
H -1.01812 2.88831 -4.08890 -0.2 -2.3 0.8
H -1.63658 0.81487 -4.93322 -1.4 -0.5 -3.5
H -1.43466 -1.46819 -3.83022 1.4 3.6 1.2
H -0.49316 -1.03796 -1.40044 0.8 -5.7 2.7
H 0.42835 1.93213 0.26307 -0.5 -0.1 0.7
H 3.23268 -0.96875 -1.36017 -2.4 2.0 -0.4
```
Positions in Å, forces in eV/Å.

Gap between HOMO and LUMO = 8.456 eV
ΔE to the lowest compared entry with this formula, charge and spin = 15.897 eV
E = -1312.40275 Eh

=====

Q: Among the records above, which one has the highest ΔE to the lowest compared entry with this formula, charge and spin?
A: C16H18N4OS

=====

Q: Number 2 is which compound?
A: C16H18N4O3S2